{"formula": "C5H3Br", "method": "ωB97M-V/def2-TZVPD", "elements": ["C", "C", "C", "C", "C", "Br", "H", "H", "H"], "coordinates": [[1.5124, -1.2713, -0.0334], [2.3264, -2.2915, 0.0378], [-1.7847, 0.3555, 0.2004], [-0.5126, 0.3458, -0.2402], [0.4232, -0.5857, -0.0827], [2.9377, 1.4315, 0.2426], [-2.4011, 1.1911, -0.0913], [-2.3483, -0.5398, 0.4287], [-0.1531, 1.3643, -0.4620]], "forces_ev_per_angstrom": [[-1.18, -0.32, -0.06], [-0.18, 0.48, 0.04], [-1.73, -0.63, -1.07], [-0.60, 2.00, 0.93], [2.96, -1.07, -0.22], [0.04, -0.01, 0.00], [0.02, 0.30, 0.40], [0.28, -0.09, 0.39], [0.40, -0.67, -0.41]], "lowdin_charge": [-0.306, 0.143, 0.038, -0.222, -0.053, 0.157, 0.059, 0.068, 0.116], "e_above_lowest_kj_mol": 406.3, "total_charge": 0, "multiplicity": 1, "lumo_energy_ev": [-1.65, -3.54]}